Formula: C29H46FSn
Source: the OMol25 dataset
Level of theory: ωB97M-V/def2-TZVPD

Each line ends with the Mulliken charge.
Geometry (Å):
1 C -3.28029 0.14127 -1.76147  -1.605
2 C -2.37669 -0.83969 -1.10909  1.085
3 C -1.62956 -1.80731 -1.91430  -0.969
4 C -2.32385 -0.82163 0.34327  -1.321
5 Sn -0.52744 -1.24149 1.59030  0.867
6 C -0.35029 0.49803 2.96940  -1.657
7 C -0.44736 1.83238 2.20432  3.216
8 C 0.90641 2.53829 2.20684  -1.639
9 C -1.55838 2.72164 2.75299  -2.006
10 C -0.60505 -2.98284 2.89213  -1.324
11 C -1.95857 -3.64142 3.24122  1.044
12 C -2.81396 -2.77445 4.16684  -1.287
13 C -1.73401 -5.02629 3.89502  -1.627
14 C 1.28200 -1.35201 0.37848  -0.602
15 C 1.88924 -2.76934 0.29973  1.476
16 C 2.94713 -2.99294 1.37449  -1.632
17 C 2.42806 -3.05693 -1.10028  -1.697
18 H 1.09033 -3.50047 0.49799  -0.034
19 H -4.30531 -0.28881 -1.67460  0.361
20 H -3.34539 1.13144 -1.24139  0.241
21 H -3.10713 0.26471 -2.85320  0.280
22 H -0.10871 1.01053 -1.63485  -1.315
23 H -2.18348 -2.77891 -1.98338  0.178
24 H -1.57375 -1.42774 -2.94611  0.298
25 H -0.59575 -2.07105 -1.57326  -0.042
26 H -2.60619 0.18658 0.72884  0.189
27 H -2.96364 -1.62526 0.79179  0.354
28 H -1.14902 0.35901 3.71553  0.489
29 H 0.63069 0.35660 3.45465  0.355
30 H -0.70179 1.63620 1.14500  -1.117
31 H 1.28966 2.65038 3.23095  0.470
32 H 1.64078 1.98644 1.60362  0.190
33 H 0.83155 3.54075 1.77088  0.331
34 H -1.31874 3.06150 3.76505  0.411
35 H -1.71738 3.59783 2.11944  0.382
36 H -2.51189 2.19055 2.80003  0.430
37 H 0.03741 -3.72711 2.39761  0.214
38 H -0.10998 -2.69252 3.83447  0.365
39 H -2.51517 -3.79542 2.30434  0.161
40 H -2.25649 -2.54268 5.09002  0.313
41 H -3.12057 -1.82526 3.69161  0.235
42 H -3.72871 -3.31913 4.46898  0.399
43 H -1.16141 -4.90463 4.83050  0.304
44 H -2.69403 -5.51456 4.13558  0.433
45 H -1.17049 -5.68255 3.21408  0.367
46 H 0.98999 -0.98254 -0.61304  -0.461
47 H 1.99831 -0.64138 0.80815  0.527
48 H 3.69822 -2.19476 1.35345  0.382
49 H 2.52077 -3.00860 2.38522  0.261
50 H 3.48169 -3.94240 1.22819  0.422
51 H 3.15384 -2.29259 -1.39837  0.274
52 H 2.92261 -4.03440 -1.15075  0.462
53 H 1.62017 -3.06857 -1.84153  0.350
54 F 2.26032 1.80695 -7.17452  -0.358
55 C 1.59623 1.62844 -5.98580  0.407
56 C 0.32171 2.21259 -5.89384  -0.575
57 C -0.28556 2.16768 -4.64808  -0.511
58 C 0.42082 1.64171 -3.56897  0.135
59 C -0.14635 1.91273 -2.20561  0.592
60 C 0.76285 2.88794 -1.50569  0.844
61 C 0.18288 4.06847 -1.05524  -0.192
62 C 1.00717 5.07960 -0.59279  -0.757
63 C 2.38421 4.84247 -0.46033  -0.425
64 C 2.93457 3.57905 -0.76427  -0.855
65 C 2.10413 2.56933 -1.23874  0.144
66 C 1.60215 0.89990 -3.71884  0.135
67 C 2.23172 0.90291 -4.96170  -0.798
68 H -0.16709 2.77379 -6.69359  0.386
69 H -1.27290 2.60520 -4.45082  0.341
70 H -1.16274 2.32456 -2.25979  0.627
71 H -0.89869 4.20922 -1.17346  0.379
72 H 0.52396 6.03488 -0.37712  0.341
73 H 3.01324 5.63490 -0.08648  0.364
74 H 3.99429 3.33199 -0.64632  0.364
75 H 2.51089 1.57142 -1.46324  0.025
76 H 2.06022 0.36187 -2.86815  0.205
77 H 3.21352 0.41591 -5.09197  0.404

Cartesian forces, eV/Å:
C -0.5736 -0.7313 0.2771
C 2.1328 1.7592 0.1215
C -0.5562 -0.5621 -0.2575
C -0.3854 -0.5206 0.3058
Sn -0.4380 0.7549 -0.4216
C 0.1359 -0.8738 -0.3785
C 0.0364 -0.2676 -0.1162
C 0.0577 0.2799 -0.0959
C -0.0276 0.0675 0.0458
C 0.0061 -0.2672 0.2681
C 0.1452 -0.1463 -0.1608
C -0.1930 0.0730 0.0864
C -0.0655 0.2352 -0.1362
C 0.1743 0.0082 0.3586
C -0.3604 0.0992 -0.0656
C 0.3012 -0.0304 0.1362
C 0.0685 -0.1596 -0.1062
H 0.1054 0.0092 -0.1937
H -0.5018 0.5863 -0.3832
H 0.1724 -0.2397 -0.3004
H 0.1225 0.1195 0.4262
H -0.6573 -0.9210 0.4832
H 0.3761 -0.3981 -0.2908
H 0.2060 -0.2146 -0.0823
H -0.4483 0.1279 0.0229
H -0.2906 -0.5940 0.1074
H -0.3841 0.4263 0.5563
H 0.2824 0.1703 -0.1332
H -0.3609 0.2744 0.0827
H 0.0290 0.0653 0.2501
H -0.0556 -0.0834 -0.1581
H -0.1235 0.0404 0.2620
H 0.0148 -0.1010 -0.0113
H 0.0175 0.0168 0.0194
H 0.0930 0.0698 0.0145
H 0.0606 -0.0947 -0.0211
H -0.0834 0.0661 0.2123
H 0.0267 -0.1348 -0.1686
H 0.0450 -0.0047 0.1748
H -0.1212 0.0082 -0.2500
H 0.1774 -0.3598 0.1581
H 0.3138 0.2699 -0.1644
H -0.1361 -0.1027 -0.2761
H 0.3019 0.1347 -0.0624
H -0.1244 0.1536 0.2672
H -0.0011 -0.0668 0.1903
H 0.1458 -0.0567 -0.1747
H -0.0427 -0.0337 -0.0453
H -0.0442 0.0646 -0.1675
H -0.1763 0.1208 0.0149
H -0.0043 -0.0288 0.0121
H 0.0090 0.0643 0.0404
H 0.0874 0.1383 0.1550
F -0.1135 -0.3064 0.3470
C -0.0804 0.1390 -0.4207
C 0.6023 -0.2419 0.2872
C 0.5933 0.1093 0.2108
C -0.8759 -0.5984 0.4440
C 0.7052 0.1066 -0.0137
C -0.6792 -0.5952 0.6400
C 0.4769 0.0811 -0.6384
C 0.2552 -0.0372 0.1818
C -0.1797 -0.2607 -0.0859
C -0.4136 0.1059 0.2139
C -0.1231 0.6546 -0.3061
C -0.0795 0.2481 -0.3520
C -0.2680 0.4205 -0.3634
H 0.4934 -0.4540 -0.0517
H 0.5164 -0.0976 -0.2511
H 0.2560 -0.4286 0.0719
H 0.4975 0.0227 0.0193
H 0.5427 -0.1086 0.2152
H 0.1759 0.0823 -0.0170
H -0.3258 0.4480 0.1717
H -0.2738 0.7646 0.1950
H -0.4652 0.3735 -0.7155
H -0.7267 0.3622 -0.2098

As for the charge: -1. The gap between HOMO and LUMO is 3.20 eV. As for the energy above the lowest of the compared OMol25 structures with the same formula, charge and spin: 222.9 kJ/mol. The highest occupied orbital energy is -0.51 eV.